ORCA calculation (ωB97M-V/def2-TZVPD) on a structure of composition C2F6KO6S2 at a distorted geometry.

As for the energy above the lowest of the compared OMol25 structures with the same formula, charge and spin: 106.2 kcal/mol. The net charge is -1.

```
17
Properties=species:S:1:pos:R:3:forces:R:3:nbo_charge:R:1
K -1.224943 4.132259 0.653251 -0.2 -0.3 -0.1 0.997
C 3.843107 -0.466441 1.982141 3.7 -2.5 2.4 0.737
F 3.179597 -1.163551 2.943751 -0.1 1.1 0.3 -0.343
F 3.349857 -0.808051 0.885211 -1.8 -2.6 -4.7 -0.317
F 3.662537 0.798219 1.981451 -0.4 3.7 2.0 -0.328
S 5.744827 -0.952251 2.111031 2.0 -2.1 4.7 2.254
O 6.383697 -0.617541 0.890401 -0.5 0.3 -2.6 -0.991
O 6.381527 -0.173771 3.207201 -2.0 -0.1 -0.8 -1.016
O 5.742007 -2.403211 2.487201 -1.0 2.3 -1.3 -0.995
C -3.875493 -0.376921 -2.128799 -2.1 4.3 0.8 0.731
F -3.706663 -0.825761 -0.912749 0.0 -1.1 1.0 -0.316
F -2.796283 0.375119 -2.387039 1.2 -0.1 -0.7 -0.355
F -4.071953 -1.290791 -2.989989 0.6 -2.3 -1.5 -0.292
S -5.371333 0.797239 -2.224519 -3.9 -1.3 4.8 2.272
O -5.301273 1.680859 -1.022979 1.6 -0.3 -1.6 -1.038
O -5.431043 1.419849 -3.494609 1.2 0.9 -1.8 -0.977
O -6.508173 -0.125261 -1.980949 1.6 0.1 -0.8 -1.022
```
Positions in Å, forces in eV/Å.